(1)
Density functional theory data (wB97M-V/def2-TZVPD) for a structure of composition C45H50F3N6O5RbS.

Atoms and positions in Å:
Rb (0.57, -1.23, 0.30)
C (-3.70, -0.95, -1.36)
C (-3.09, -2.26, -1.87)
N (-1.75, -2.48, -1.40)
C (-1.45, -3.75, -0.80)
C (-2.12, -3.95, 0.57)
N (-2.05, -2.77, 1.41)
C (-3.27, -2.26, 1.97)
C (-4.26, -1.74, 0.92)
N (-3.70, -0.72, 0.07)
H (-3.14, -0.12, -1.80)
H (-4.73, -0.89, -1.76)
H (-3.71, -3.10, -1.54)
H (-3.16, -2.26, -2.97)
H (-1.00, -2.04, -1.92)
H (-1.73, -4.61, -1.45)
H (-0.37, -3.83, -0.67)
H (-3.18, -4.19, 0.42)
H (-1.67, -4.83, 1.05)
H (-1.25, -2.73, 2.01)
H (-3.81, -2.99, 2.61)
H (-3.00, -1.42, 2.61)
H (-4.63, -2.58, 0.32)
H (-5.13, -1.37, 1.48)
H (-2.79, -0.39, 0.40)
O (-1.33, 0.74, 1.16)
C (-1.95, 1.93, 1.27)
C (-2.62, 2.37, -0.08)
C (-1.67, 2.60, -1.22)
C (-1.19, 3.88, -1.47)
C (-0.40, 4.10, -2.58)
C (-0.09, 3.03, -3.40)
C (-0.57, 1.76, -3.05)
C (-0.14, 0.57, -3.87)
C (1.15, -0.13, -3.29)
O (0.88, -0.82, -2.17)
C (1.75, -1.10, -4.32)
C (1.13, -1.50, -5.50)
C (1.69, -2.48, -6.31)
C (2.90, -3.06, -5.97)
C (3.53, -2.68, -4.80)
C (2.96, -1.71, -3.98)
C (2.17, 1.01, -3.00)
C (2.98, 1.55, -3.99)
C (3.79, 2.65, -3.73)
C (3.79, 3.23, -2.47)
C (2.98, 2.69, -1.48)
C (2.19, 1.59, -1.74)
N (-1.36, 1.56, -2.00)
C (-0.99, 3.06, 1.73)
C (-1.41, 4.38, 1.90)
C (-0.53, 5.36, 2.32)
C (0.79, 5.04, 2.59)
C (1.21, 3.73, 2.44)
C (0.33, 2.75, 2.01)
C (-3.04, 1.87, 2.38)
C (-2.77, 1.05, 3.48)
C (-3.66, 0.92, 4.53)
C (-4.87, 1.62, 4.51)
C (-5.16, 2.44, 3.43)
C (-4.25, 2.56, 2.38)
H (-3.18, 3.30, 0.05)
H (-3.34, 1.59, -0.34)
H (-1.46, 4.69, -0.80)
H (-0.03, 5.10, -2.81)
H (0.54, 3.15, -4.26)
H (0.03, 0.91, -4.89)
H (-0.93, -0.17, -3.86)
H (0.18, -1.07, -5.78)
H (1.18, -2.78, -7.22)
H (3.34, -3.82, -6.61)
H (4.47, -3.14, -4.50)
H (3.43, -1.44, -3.05)
H (2.98, 1.11, -4.98)
H (4.42, 3.06, -4.52)
H (4.41, 4.10, -2.26)
H (2.95, 3.15, -0.49)
H (1.54, 1.20, -0.96)
H (-2.45, 4.64, 1.71)
H (-0.88, 6.39, 2.44)
H (1.49, 5.81, 2.92)
H (2.24, 3.46, 2.67)
H (0.63, 1.71, 1.90)
H (-1.83, 0.51, 3.45)
H (-3.42, 0.27, 5.36)
H (-5.58, 1.51, 5.32)
H (-6.10, 2.98, 3.39)
H (-4.51, 3.21, 1.55)
C (3.46, -2.45, 5.43)
C (3.26, -1.39, 4.40)
C (4.13, -0.50, 3.82)
C (3.38, 0.16, 2.83)
N (2.13, -0.28, 2.82)
N (2.08, -1.21, 3.79)
C (3.82, 1.15, 1.81)
H (4.39, -2.27, 5.98)
H (3.53, -3.43, 4.95)
H (2.64, -2.47, 6.15)
H (5.18, -0.36, 4.06)
H (1.27, -1.81, 3.83)
H (4.51, 1.89, 2.23)
H (2.96, 1.67, 1.40)
H (4.33, 0.65, 0.98)
F (1.85, -4.66, -0.78)
C (2.32, -5.11, 0.38)
F (3.55, -5.61, 0.16)
F (1.54, -6.14, 0.77)
S (2.37, -3.77, 1.65)
O (2.98, -2.68, 0.93)
O (3.13, -4.34, 2.73)
O (0.97, -3.53, 1.95)

Results
Energy above the lowest of the compared OMol25 structures with the same formula, charge and spin = 93.8 kJ/mol
Kohn-Sham gap = 6.312 eV
Charge = -2
Electronic energy = -3171.51993 a.u.
HOMO = -2.468 eV
Maximum force = 0.9 eV Å⁻¹
Spin multiplicity = 1

These are the Löwdin partial charges, in e, on atoms 1 to 6:
1. Rb 0.9248
2. C -0.2215
3. C -0.2217
4. N -0.0789
5. C -0.2339
6. C -0.2094


(2)
Density functional theory data (wB97M-V/def2-TZVPD) for a structure of composition C45H50F4N6O3PSSi2TaTe.

Atoms and positions in Å:
Ta (0.02, -0.38, 0.07)
C (5.05, 5.49, -0.51)
C (4.20, 4.25, -0.78)
C (3.25, 4.56, -1.94)
C (5.13, 3.10, -1.18)
C (3.37, 3.84, 0.44)
C (3.34, 4.62, 1.61)
C (2.51, 4.30, 2.66)
C (1.69, 3.18, 2.54)
S (0.48, 2.67, 3.66)
C (0.05, 1.41, 2.59)
N (0.77, 1.30, 1.48)
C (1.72, 2.36, 1.41)
C (2.57, 2.70, 0.36)
C (-1.08, 0.53, 2.79)
C (-1.85, 0.49, 3.95)
C (-2.91, -0.40, 4.02)
C (-3.18, -1.24, 2.95)
C (-2.39, -1.20, 1.80)
C (-1.33, -0.31, 1.70)
H (5.64, 5.72, -1.40)
H (5.75, 5.33, 0.32)
H (4.44, 6.36, -0.28)
H (3.81, 4.92, -2.80)
H (2.53, 5.33, -1.66)
H (2.70, 3.66, -2.26)
H (5.76, 3.40, -2.02)
H (4.56, 2.22, -1.50)
H (5.79, 2.81, -0.36)
H (3.95, 5.50, 1.68)
H (2.47, 4.92, 3.54)
H (2.60, 2.12, -0.54)
H (-1.64, 1.15, 4.78)
H (-3.52, -0.44, 4.91)
H (-4.01, -1.93, 3.01)
H (-2.62, -1.88, 0.99)
C (4.53, -0.88, -1.97)
C (4.51, -0.70, -0.59)
C (3.31, -0.46, 0.04)
N (2.15, -0.39, -0.64)
C (2.18, -0.54, -1.97)
C (3.34, -0.79, -2.67)
H (5.46, -1.08, -2.48)
H (5.42, -0.74, -0.01)
H (3.26, -0.31, 1.10)
H (1.23, -0.48, -2.49)
H (3.30, -0.91, -3.75)
C (-3.17, -3.03, -1.27)
Si (-2.21, -1.78, -2.29)
C (-3.35, -1.23, -3.67)
C (-0.77, -2.60, -3.18)
C (-1.58, -0.22, -1.31)
Si (-3.06, 1.00, -0.94)
C (-4.65, 0.12, -0.51)
C (-3.30, 2.00, -2.51)
C (-2.72, 2.31, 0.37)
H (-3.38, -3.89, -1.91)
H (-4.13, -2.62, -0.95)
H (-2.63, -3.40, -0.39)
H (-3.63, -2.09, -4.27)
H (-2.85, -0.52, -4.34)
H (-4.28, -0.77, -3.32)
H (-1.17, -3.14, -4.04)
H (-0.19, -3.29, -2.58)
H (-0.09, -1.85, -3.60)
H (-1.14, 0.34, -2.15)
H (-5.07, -0.39, -1.38)
H (-5.38, 0.87, -0.19)
H (-4.55, -0.60, 0.30)
H (-3.47, 1.39, -3.40)
H (-2.43, 2.63, -2.69)
H (-4.16, 2.67, -2.40)
H (-3.14, 2.04, 1.34)
H (-3.21, 3.24, 0.04)
H (-1.66, 2.56, 0.53)
F (-0.30, 6.65, -2.51)
C (-0.39, 5.74, -3.47)
C (-0.66, 6.13, -4.73)
F (-0.82, 7.41, -4.98)
C (-0.76, 5.19, -5.84)
C (-0.55, 3.80, -5.46)
C (-0.28, 3.43, -4.20)
F (-0.08, 2.14, -3.93)
C (-0.20, 4.36, -3.10)
C (0.04, 3.97, -1.81)
C (0.21, 2.61, -1.44)
N (0.32, 1.55, -1.02)
C (0.12, 4.84, -0.67)
N (0.18, 5.43, 0.31)
F (-0.63, 2.88, -6.39)
C (-1.01, 5.58, -7.11)
C (-1.22, 6.95, -7.50)
N (-1.40, 8.01, -7.89)
C (-1.09, 4.68, -8.22)
N (-1.12, 3.98, -9.13)
C (2.87, -5.64, -0.83)
C (3.06, -4.18, -0.49)
O (1.82, -3.41, -0.65)
P (0.73, -3.30, 0.47)
O (-0.34, -2.34, -0.17)
Te (1.37, -2.08, 2.36)
O (0.14, -4.73, 0.59)
C (-0.91, -5.06, 1.57)
C (-1.77, -6.15, 0.96)
H (3.85, -6.13, -0.82)
H (2.45, -5.75, -1.83)
H (2.23, -6.14, -0.12)
H (3.75, -3.69, -1.17)
H (3.42, -4.02, 0.53)
H (-1.48, -4.16, 1.78)
H (-0.40, -5.39, 2.47)
H (-2.22, -5.81, 0.03)
H (-2.56, -6.40, 1.66)
H (-1.18, -7.04, 0.77)

Results
Energy above the lowest of the compared OMol25 structures with the same formula, charge and spin = 23.3 kJ/mol
Kohn-Sham gap (alpha / beta) = 5.114 / 5.116 eV
Charge = +2
Electronic energy = -4341.68799 a.u.
HOMO (alpha / beta) = -12.973 / -12.973 eV
Maximum force = 1.0 eV Å⁻¹
Spin multiplicity = 1

These are the Löwdin partial charges, in e, on atoms 1 to 6:
1. Ta 1.6544
2. C -0.0516
3. C -0.5366
4. C -0.0329
5. C -0.0335
6. C -0.1462